A molecular structure, C4H5NO3, computed with ωB97M-V with the def2-TZVPD basis set.

## Properties
E_HOMO (eV): -10.811
LUMO (Eh): -0.0335
Gap between HOMO and LUMO (Ha): 0.364
E_tot (a.u.): -435.71241
ΔE to the lowest compared entry with this formula, charge and spin (kJ/mol): 546.3
Max |F| (eV/Å): 7.3

```
13
C4H5NO3 (ωB97M-V with the def2-TZVPD basis set)
C 0.16206 -1.16419 0.65989
C 0.08255 0.28404 0.51783
C 0.27987 1.24802 -0.64607
C -0.92381 1.14081 -1.64054
H -0.76504 -2.16289 -1.16137
H 1.19123 -1.63595 0.45155
H -0.50641 -1.61067 1.76049
H -0.96359 0.88163 0.81722
H 1.65127 1.13027 1.05130
N -1.80579 0.74928 -2.35788
O -0.81633 -1.40243 -0.51686
O 1.03780 0.77302 1.62460
O 1.37618 1.76908 -0.56017
```